1.
ORCA calculation (ωB97M-V/def2-TZVPD) on a molecular structure, C20H24N4OPtS.

The value obtained for the HOMO energy (alpha / beta) is 1.568 / -0.858 eV. As for the total charge: -2. The calculation puts the LUMO energy (alpha / beta) at 5.079 / 5.063 eV. As for the multiplicity: 3. The expectation value of S² is 2.041.

Structure (XYZ):
```
51
Properties=species:S:1:pos:R:3:forces:R:3
Pt -0.123768 -0.305288 0.145504 0.015 0.060 0.027
N -2.160904 -3.337068 2.568711 -0.010 -0.010 -0.022
C -1.346492 -2.344842 1.961742 -0.006 -0.001 0.003
S -1.868393 -1.743929 0.403555 -0.050 -0.002 -0.006
N -0.287921 -1.971460 2.574003 0.043 0.046 0.009
N 0.464472 -1.025562 1.910434 0.033 -0.045 -0.021
C 1.629636 -0.704171 2.516099 -0.031 0.039 -0.016
C 2.594034 0.211031 2.074690 -0.001 -0.029 -0.007
C 3.761502 0.404272 2.876303 0.006 -0.006 -0.005
C 4.782268 1.269425 2.532864 -0.013 0.003 -0.016
C 4.694864 2.002291 1.349114 -0.014 -0.014 0.002
C 3.565791 1.844543 0.535673 -0.001 0.004 0.013
C 2.506669 0.986789 0.849738 -0.033 0.029 0.013
O 1.489269 0.947924 0.020384 0.043 -0.042 -0.008
H -3.137553 -3.142073 2.392633 -0.008 0.001 0.003
H -1.981336 -3.349275 3.564285 0.010 0.002 0.013
H 1.814334 -1.230527 3.448171 0.000 -0.004 0.018
H 3.833801 -0.168793 3.797423 -0.002 0.003 -0.005
H 5.645345 1.372293 3.184011 0.004 0.000 0.004
H 5.485924 2.685348 1.057613 0.003 0.002 0.001
H 3.467130 2.402121 -0.389868 0.003 0.002 0.002
C -2.005728 3.204905 -1.674690 0.013 -0.023 0.001
C -3.082080 2.121411 -1.548876 0.002 -0.018 -0.015
C -3.272473 1.721355 -0.084583 -0.016 0.001 0.004
C -2.843512 0.947177 -2.484558 -0.002 -0.021 0.013
C -3.835111 0.629645 -3.399147 0.032 0.017 0.011
C -3.686355 -0.374963 -4.347208 0.001 -0.003 -0.011
C -2.472419 -1.049711 -4.385028 0.011 -0.001 0.023
C -1.442228 -0.793800 -3.493831 -0.020 0.023 -0.037
C -0.140264 -1.558121 -3.673011 -0.001 0.006 0.015
C 1.102199 -0.663532 -3.675705 0.032 0.004 0.004
C 0.026929 -2.711894 -2.680645 0.005 -0.010 -0.011
C -1.622376 0.191425 -2.467517 -0.007 -0.008 0.069
N -0.641557 0.482623 -1.601825 -0.058 0.029 0.021
H -2.264468 4.067078 -1.050867 0.004 -0.007 -0.004
H -1.915251 3.542428 -2.710815 -0.001 -0.003 0.002
H -1.035909 2.820074 -1.357243 -0.003 -0.002 0.003
H -4.027331 2.566905 -1.884782 -0.011 0.010 -0.004
H -2.353499 1.315772 0.336768 0.011 -0.003 -0.002
H -4.042852 0.953752 0.017094 0.007 0.006 -0.007
H -3.568076 2.595976 0.506287 0.001 -0.007 -0.001
H -4.756963 1.206067 -3.371347 -0.002 0.002 -0.002
H -4.478251 -0.604550 -5.050826 0.003 -0.001 0.005
H -2.309008 -1.811236 -5.143910 0.000 -0.008 -0.008
H -0.212331 -2.005375 -4.672639 0.004 -0.014 -0.023
H 1.269506 -0.209997 -2.697720 0.001 -0.015 -0.044
H 0.997274 0.143495 -4.406475 0.002 0.001 0.016
H 1.984215 -1.256498 -3.940199 -0.006 -0.002 -0.009
H 0.148643 -2.341353 -1.663307 0.005 0.002 -0.009
H 0.911266 -3.305040 -2.940017 -0.005 0.005 0.003
H -0.847975 -3.366111 -2.690397 0.004 0.003 -0.003
```
Positions in Å, forces in eV/Å.

=====

2.
ORCA calculation (ωB97M-V/def2-TZVPD) on C4H6N2O in the gas phase.

The value obtained for the HOMO energy is -8.249 eV. As for the total charge: 0. The calculation puts the LUMO energy at 0.483 eV.

Structure (XYZ):
```
13
Properties=species:S:1:pos:R:3:forces:R:3
N -0.922307 -1.648897 0.533543 -0.265 0.237 0.040
C -1.101745 -0.421368 0.936326 0.446 -0.497 -0.284
C 0.115087 0.410766 0.962819 0.041 0.023 -0.177
O 0.460497 0.680421 2.250074 -0.101 -0.019 0.079
C 0.815543 0.995797 -0.034454 -0.171 -0.116 0.082
C 0.567654 0.787166 -1.456639 -0.072 -0.036 0.063
N -0.241424 -0.088969 -1.924718 0.286 0.286 -0.109
H -1.725767 -2.264710 0.494671 0.148 0.073 0.061
H -0.073888 -2.023757 0.102779 -0.148 0.334 0.105
H -0.276985 0.382742 2.805654 0.100 0.092 0.033
H 1.551982 1.744634 0.252510 -0.113 -0.195 -0.065
H 1.137658 1.468201 -2.109052 -0.178 -0.156 0.077
H -0.282046 -0.018627 -2.940719 0.026 -0.027 0.098
```
Positions in Å, forces in eV/Å.

=====

3.
ORCA calculation (ωB97M-V/def2-TZVPD) on a molecular structure, C21H35Ge2S4SiTi.

The value obtained for the HOMO energy (alpha / beta) is -7.488 / -8.061 eV. As for the total charge: 0. The calculation puts the LUMO energy (alpha / beta) at -0.750 / -2.262 eV. As for the multiplicity: 2. The expectation value of S² is 0.771.

Structure (XYZ):
```
64
Properties=species:S:1:pos:R:3:forces:R:3
Ti 0.454108 -0.572790 0.045955 -0.161 -1.167 -2.644
C 4.815885 -0.595274 2.254490 -0.049 -0.131 0.001
C 3.438239 -0.521321 1.579948 0.299 -0.218 0.092
Ge 2.794857 1.305037 1.363856 0.011 -0.031 -0.026
C 4.209279 2.589556 1.065065 0.150 0.359 -0.043
C 5.188018 2.798476 2.226381 -0.035 0.106 -0.015
C 1.785966 1.781378 2.929972 -0.228 0.210 0.257
C 0.502507 1.531996 3.221041 0.109 0.141 0.314
Ge -0.803053 0.803901 1.912358 -0.465 0.465 0.773
C -2.097543 -0.484136 2.641602 -0.123 -0.105 0.155
C -3.116292 -0.075892 3.710118 -0.062 -0.010 -0.062
C -1.726892 2.241402 0.947932 -0.121 0.199 -0.097
C -2.567422 3.244871 1.741022 -0.009 0.060 -0.026
C 0.025580 1.849942 4.609692 0.092 -0.073 -0.112
C -1.224861 2.404986 4.865964 -0.058 0.048 -0.019
C -1.618266 2.741835 6.154279 0.057 -0.039 -0.019
C -0.767628 2.509991 7.224442 0.019 -0.009 -0.022
C 0.476834 1.937376 6.992001 -0.035 0.013 -0.023
C 0.866010 1.612790 5.701878 -0.007 -0.118 0.048
H 5.099839 -1.633977 2.436644 -0.022 0.014 -0.017
H 4.828722 -0.085557 3.220400 -0.041 -0.003 -0.013
H 5.597294 -0.149812 1.637402 -0.041 0.001 -0.029
H 2.701305 -1.053684 2.178922 -0.024 -0.082 0.036
H 3.472154 -1.015288 0.607908 0.019 -0.042 -0.067
H 3.681883 3.522196 0.849628 0.074 0.051 -0.043
H 4.723747 2.310855 0.143110 0.076 0.009 0.046
H 4.671498 3.044079 3.158173 -0.020 -0.017 -0.059
H 5.869864 3.625140 2.017295 -0.026 -0.001 -0.028
H 5.797291 1.919230 2.415892 0.022 -0.032 -0.004
H 2.370212 2.296360 3.697939 -0.045 -0.096 -0.001
H -1.512153 -1.338581 2.974861 -0.021 -0.038 0.054
H -2.615856 -0.812475 1.738930 -0.057 -0.076 -0.003
H -2.651217 0.157253 4.664194 0.095 0.024 0.041
H -3.812369 -0.901655 3.885213 0.030 0.019 -0.029
H -3.719598 0.786514 3.418600 0.052 -0.005 -0.038
H -2.357179 1.734598 0.212384 -0.031 0.022 -0.014
H -0.952444 2.757663 0.383049 -0.013 0.071 -0.030
H -3.370265 2.769853 2.309031 0.042 -0.035 -0.023
H -3.039734 3.960757 1.063561 0.020 -0.031 -0.005
H -1.961155 3.823268 2.440610 0.011 -0.004 -0.078
H -1.905097 2.596304 4.050018 -0.016 -0.045 -0.016
H -2.594486 3.181332 6.318387 0.020 -0.004 -0.007
H -1.073975 2.763218 8.231481 0.010 -0.005 -0.014
H 1.144000 1.734356 7.820596 -0.007 0.002 -0.016
H 1.826663 1.140167 5.536937 -0.018 0.011 0.002
S -1.614182 -0.591165 -1.056060 0.236 0.324 0.261
S -0.682645 -2.329119 -1.653973 0.043 0.102 0.433
S 1.249489 -1.744102 -1.935569 0.141 0.363 0.261
S 1.455041 1.444643 -0.422541 -0.085 -0.283 0.381
C 0.326157 -6.101716 1.264677 0.067 -0.281 -0.272
Si 0.006118 -4.857956 2.588791 0.033 0.172 -0.095
C 1.157217 -5.096069 4.013344 0.230 -0.065 0.307
C -1.752046 -4.924160 3.148862 -0.368 -0.010 0.147
C 0.298567 -3.189672 1.879204 0.119 0.375 0.075
C 0.466054 -2.068322 1.420653 0.118 -0.080 0.345
H 0.212209 -7.117153 1.655357 0.012 0.027 -0.057
H 1.340455 -5.994709 0.872932 -0.045 -0.040 -0.009
H -0.373925 -5.972323 0.435674 0.050 -0.025 0.011
H 0.996590 -6.079397 4.466657 0.045 0.067 0.005
H 0.991209 -4.334392 4.779541 0.034 -0.051 -0.020
H 2.199263 -5.034428 3.689912 -0.039 -0.004 0.044
H -1.972419 -5.892134 3.608957 -0.033 0.059 -0.018
H -2.433174 -4.780126 2.306542 0.003 -0.004 0.056
H -1.951489 -4.141201 3.885705 -0.032 -0.055 -0.030
```
Positions in Å, forces in eV/Å.

=====

Total energy: -43219.220 -9270.149 -209711.186 (eV)